The following is a DFT calculation (the ωB97M-V functional and the def2-TZVPD basis) of 2 unconnected molecules or ions with the total composition C4H12.

Atoms and positions in Å:
C: 1.624 -0.200 -1.349
C: 0.368 0.479 -1.920
H: 1.443 -1.244 -1.092
H: 2.414 -0.209 -2.103
H: 1.988 0.367 -0.493
H: -0.077 -0.171 -2.670
H: 0.646 1.406 -2.431
H: -0.377 0.712 -1.166
C: -0.896 0.588 1.855
C: -1.152 -0.869 1.451
H: -1.585 0.937 2.624
H: 0.122 0.662 2.232
H: -0.973 1.272 1.009
H: -0.902 -1.540 2.276
H: -0.471 -1.121 0.638
H: -2.172 -1.069 1.140

Calculated values
Structure (SMILES): CC.CC
Frontier orbital gap, eV: 13.01
Total energy, eV: -4342.49461
Strongest force on any atom, eV/A: 0.70
LUMO, eV: 1.19
Energy above the lowest of the compared OMol25 structures with the same formula, charge and spin, eV: 0.034



The following is a DFT calculation (the ωB97M-V functional and the def2-TZVPD basis) of 2 unconnected molecules or ions with the total composition C4H12 at a distorted geometry.

Atoms and positions in Å:
C: 1.438 1.093 1.236
C: 1.357 2.249 0.230
H: 1.512 0.101 0.736
H: 2.298 1.185 1.899
H: 0.658 0.884 1.979
H: 0.365 2.696 0.230
H: 1.662 1.903 -0.755
H: 1.990 3.052 0.680
C: -1.696 -1.173 -1.374
C: -1.217 -2.064 -0.254
H: -2.386 -0.411 -1.009
H: -0.816 -0.610 -1.702
H: -2.000 -1.772 -2.232
H: -1.833 -2.189 0.687
H: -1.096 -3.104 -0.571
H: -0.234 -1.839 0.221

Calculated values
Structure (SMILES): CC.CC
Frontier orbital gap, eV: 12.53
Total energy, eV: -4341.85722
Strongest force on any atom, eV/A: 3.00
LUMO, eV: 1.12
Energy above the lowest of the compared OMol25 structures with the same formula, charge and spin, eV: 0.671



The following is a DFT calculation (the ωB97M-V functional and the def2-TZVPD basis) of 2 unconnected molecules or ions with the total composition C4H12 at a distorted geometry.

Atoms and positions in Å:
C: 1.956 0.990 0.786
C: 2.691 -0.229 1.294
H: 0.876 0.959 1.037
H: 2.345 1.914 1.215
H: 1.967 1.097 -0.359
H: 3.512 -0.570 0.667
H: 2.212 -1.253 1.430
H: 3.103 -0.004 2.221
C: -2.523 -0.610 -0.304
C: -2.105 -0.094 -1.771
H: -1.905 -0.292 0.490
H: -3.439 -0.146 -0.078
H: -2.747 -1.710 -0.256
H: -1.287 -0.828 -2.203
H: -1.752 0.893 -1.823
H: -3.002 -0.409 -2.365

Calculated values
Structure (SMILES): CC.CC
Frontier orbital gap, eV: 12.52
Total energy, eV: -4341.58596
Strongest force on any atom, eV/A: 5.35
LUMO, eV: 1.08
Energy above the lowest of the compared OMol25 structures with the same formula, charge and spin, eV: 0.942



The following is a DFT calculation (the ωB97M-V functional and the def2-TZVPD basis) of 2 unconnected molecules or ions with the total composition C4H12 at a distorted geometry.

Atoms and positions in Å:
C: -1.875 0.152 0.508
C: -2.301 0.249 2.023
H: -0.893 -0.182 0.393
H: -2.500 -0.572 -0.058
H: -2.126 1.179 -0.076
H: -1.488 -0.040 2.643
H: -3.083 -0.507 2.150
H: -2.759 1.071 2.344
C: 1.986 -0.727 -1.785
C: 2.183 0.340 -0.743
H: 0.879 -1.072 -1.717
H: 2.107 -0.287 -2.745
H: 2.733 -1.526 -1.783
H: 2.635 -0.027 0.207
H: 1.361 0.947 -0.516
H: 3.169 0.932 -0.864

Calculated values
Structure (SMILES): CC.CC
Frontier orbital gap, eV: 12.05
Total energy, eV: -4341.21483
Strongest force on any atom, eV/A: 5.21
LUMO, eV: 1.13
Energy above the lowest of the compared OMol25 structures with the same formula, charge and spin, eV: 1.313